[1]
Molecular formula: C5H4O2
Method: DFT, ωB97M-V/def2-TZVPD

Geometry (Å):
O 0.231 -0.168 2.526
C 0.138 -0.082 1.341
O 0.215 1.210 0.790
C 0.096 1.402 -0.526
C -0.116 0.425 -1.446
C -0.214 -0.960 -1.101
C -0.073 -1.207 0.362
H 0.187 2.465 -0.760
H -0.196 0.752 -2.483
H 0.646 -2.019 0.569
H -0.915 -1.818 0.726

Output
* LUMO energy: -1.0 eV
* total charge: 0
* multiplicity: 1
* energy above the lowest of the compared OMol25 structures with the same formula, charge and spin: 300.8 kJ/mol
* Kohn-Sham gap: 7.444 eV



[2]
Molecular formula: C5H4O2
Method: DFT, ωB97M-V/def2-TZVPD

Geometry (Å):
O 1.681 1.296 -1.950
C 0.834 1.991 -1.650
O 0.513 0.732 0.710
C 0.821 -0.576 0.922
C -0.175 -1.379 0.481
C -1.182 -0.507 -0.042
C -0.718 0.750 0.122
H 1.749 -0.787 1.436
H -0.218 -2.455 0.551
H -2.149 -0.768 -0.442
H -1.156 1.704 -0.138

Output
* LUMO energy: 1.1 eV
* total charge: 0
* multiplicity: 1
* energy above the lowest of the compared OMol25 structures with the same formula, charge and spin: 76.5 kJ/mol
* Kohn-Sham gap: 10.080 eV



[3]
Molecular formula: C5H4O2
Method: DFT, ωB97M-V/def2-TZVPD

Geometry (Å):
C 1.244 -2.604 0.295
C 0.219 -1.898 0.241
C 1.177 -0.520 0.232
C -0.228 0.102 0.409
C -0.685 1.247 -0.562
O 2.239 -0.137 -0.080
O -0.889 -1.148 0.256
H -0.390 0.587 1.482
H -1.770 1.436 -0.338
H -0.726 0.791 -1.491
H -0.191 2.145 -0.446

Output
* LUMO energy: 0.2 eV
* total charge: 0
* multiplicity: 1
* energy above the lowest of the compared OMol25 structures with the same formula, charge and spin: 549.7 kJ/mol
* Kohn-Sham gap: 10.291 eV